No. 1
Computed, not measured: a cluster of 14 separate species, C6H38NO14 in total at a distorted geometry, with wB97M-V/def2-TZVPD.

Output
charge	-1
HOMO-LUMO gap	5.80	eV
DFT total energy	-1359.56555	Ha
LUMO	0.095	Ha
ΔE to the lowest compared entry with this formula, charge and spin	67.6	kcal/mol

CARTESIAN COORDINATES (ANGSTROEM)
C -3.13651 1.62077 0.61379
N -1.94957 1.26946 -0.19050
C -1.24698 0.08468 0.38571
C 0.25307 0.36090 0.21039
C 0.33276 1.84787 0.18996
C -0.94319 2.41691 -0.25866
C -0.92716 2.91539 -1.74333
O 0.32677 2.57214 -2.35245
H -3.58675 2.49034 0.17413
H -2.92769 1.83283 1.70430
H -3.88568 0.77395 0.53593
H -1.48373 -0.10762 1.47866
H -1.58924 -0.82866 -0.22141
H 0.67474 -0.11018 -0.75329
H 0.87075 -0.15647 1.04739
H 1.06469 2.34889 0.67077
H 2.99588 0.48293 -1.52200
H -1.32080 3.28586 0.36968
H -1.00432 4.04297 -1.80462
H -1.67582 2.45514 -2.34589
H 0.31882 -2.07405 2.50607
H 1.14420 -0.94964 3.13822
O 0.44120 -1.58646 3.33840
H -1.54508 -2.83969 -1.24219
H -2.81051 -2.59834 -0.39178
O -2.07791 -3.19559 -0.50479
H -0.91983 -0.68267 3.59360
H -1.66368 -0.07630 4.82223
O -1.67161 -0.04912 3.87381
H 1.13839 -2.86911 -0.04547
H 2.41610 -1.98042 -0.12585
O 1.78647 -2.53132 -0.67853
H -2.33202 -0.84337 -2.31979
H -2.44233 0.71450 -1.92995
O -2.59053 0.05218 -2.67430
H 0.45280 -2.31645 -1.75894
H -0.28745 -1.26137 -2.72964
O -0.36442 -2.12988 -2.24717
H 2.12022 -1.39822 -2.00348
H 1.45165 -0.34726 -2.98779
O 2.30582 -0.68180 -2.58287
H 2.66489 -0.70797 1.66449
H 3.35118 -0.25825 0.30964
O 3.22947 -1.00955 0.96584
H -0.75891 1.31544 3.37118
H -0.19802 2.01913 2.12574
O -0.10036 1.97520 3.08614
H 2.66330 1.04442 2.36901
H 1.27436 1.10504 3.03347
O 2.10578 0.49925 2.90277
H 0.10804 1.09078 -3.05306
H -1.04978 0.17835 -3.41828
O -0.05505 0.21585 -3.49820
H 0.02071 -4.05115 1.49484
H -0.81977 -3.15041 0.65539
O -0.01340 -3.16096 1.20939
H 2.36084 1.61888 -0.60628
H 0.94451 2.22715 -1.60854
O 3.16782 1.05700 -0.74431

=====

No. 2
Computed, not measured: an isolated molecule of C18H25NO3, with wB97M-V/def2-TZVPD.

Output
charge	0
SMILES string	COC(=O)[C@H](C(=O)Nc1ccccc1C)C1CCCCCC1
HOMO-LUMO gap	8.96	eV
DFT total energy	-981.41464	Ha
LUMO	0.024	Ha
ΔE to the lowest compared entry with this formula, charge and spin	17.8	kcal/mol

CARTESIAN COORDINATES (ANGSTROEM)
C -0.75537 1.04346 3.90098
H -0.72510 -0.02841 4.10600
H -0.10391 1.58128 4.58447
H -1.78628 1.39025 3.99636
O -0.26308 1.31016 2.59470
C -0.93314 0.76695 1.58785
O -1.92630 0.08957 1.74987
C -0.36002 1.08161 0.22201
H -1.18774 1.52440 -0.34914
C -0.02346 -0.23931 -0.52574
O 1.05470 -0.43814 -1.03393
N -1.08902 -1.06988 -0.57310
C -1.18045 -2.35304 -1.13178
C -0.15838 -2.90047 -1.89915
C -0.29418 -4.16549 -2.44121
C -1.44906 -4.89395 -2.22483
C -2.46780 -4.34740 -1.46314
C -2.35843 -3.08210 -0.90804
C -3.48640 -2.51550 -0.09467
H -4.27624 -3.25457 0.01318
H -3.91227 -1.63652 -0.58039
H -3.15476 -2.22614 0.90251
H -3.37118 -4.91643 -1.29472
H -1.56009 -5.88215 -2.64536
H 0.50794 -4.57873 -3.03396
H 0.74120 -2.33216 -2.06351
H -1.88223 -0.80777 0.00334
C 0.80729 2.08558 0.24946
C 0.98294 2.68005 -1.15434
C 2.28049 3.46546 -1.36452
C 2.72252 4.31971 -0.17426
H 3.29989 5.16724 -0.55285
C 3.61264 3.55397 0.80462
C 2.89098 2.49703 1.63722
H 2.21151 2.98692 2.33947
C 2.09910 1.48185 0.81541
H 2.71076 1.08528 0.00771
H 1.84560 0.64376 1.46629
H 3.64039 1.96471 2.22842
H 4.41501 3.07471 0.23846
H 4.07964 4.26743 1.48934
H 1.85350 4.72709 0.34449
H 2.13602 4.10883 -2.23581
H 3.08766 2.77484 -1.61195
H 0.95705 1.87363 -1.88835
H 0.13105 3.33761 -1.35255
H 0.49752 2.89151 0.92335